DFT (the ωB97M-V functional and the def2-TZVPD basis) results for a 13-piece molecular cluster, C46H92O42S3 overall at a distorted geometry.

Properties
Highest occupied orbital energy = -0.39163 hartree
Molar mass = 1413.4 g mol⁻¹
Orbital gap = 10.592 eV
Total energy = -6162.307053 Eh
Energy above the lowest of the compared OMol25 structures with the same formula, charge and spin = 187.72 kcal/mol

Each line ends with the Mulliken charge.
Positions of all 183 atoms, in Å:
C -1.677 -9.777 -0.688  -1.208
C -2.261 -8.454 -0.366  -0.124
O -3.466 -8.640 0.341  -0.235
C -4.007 -7.683 1.060  0.698
O -3.672 -6.510 1.112  -0.565
O -5.098 -8.239 1.752  -0.299
C -6.010 -7.425 2.484  -0.631
H -0.625 -9.586 -0.900  0.358
H -2.079 -10.324 -1.540  0.310
H -1.727 -10.479 0.144  0.330
H -2.386 -7.944 -1.321  0.258
H -1.511 -7.933 0.229  0.289
H -5.544 -6.658 3.102  0.291
H -6.736 -7.974 3.083  0.241
H -6.603 -6.897 1.736  0.286
C -4.758 -1.061 6.003  -1.033
C -5.347 -1.015 7.422  -0.265
O -6.544 -1.751 7.378  -0.221
C -7.197 -2.070 8.506  0.666
O -6.942 -1.779 9.676  -0.568
O -8.045 -3.077 8.153  -0.306
C -8.887 -3.781 9.072  -0.642
H -3.919 -1.749 5.903  0.286
H -4.328 -0.095 5.742  0.294
H -5.484 -1.340 5.239  0.307
H -5.564 0.014 7.707  0.282
H -4.717 -1.373 8.236  0.368
H -9.640 -3.125 9.510  0.284
H -8.287 -4.239 9.859  0.303
H -9.298 -4.678 8.609  0.248
C -10.062 -1.091 -0.155  -1.014
C -10.876 -1.220 -1.428  -0.207
O -12.012 -2.055 -1.229  -0.337
C -13.186 -1.574 -0.747  0.775
O -13.405 -0.374 -0.495  -0.600
O -14.038 -2.541 -0.760  -0.317
C -15.439 -2.276 -0.386  -0.678
H -9.457 -0.187 -0.087  0.298
H -9.300 -1.870 -0.109  0.299
H -10.632 -1.262 0.758  0.300
H -10.260 -1.555 -2.263  0.326
H -11.147 -0.201 -1.706  0.275
H -15.829 -3.074 0.247  0.280
H -16.135 -2.185 -1.220  0.281
H -15.606 -1.401 0.242  0.321
C 4.357 -6.359 2.530  -1.079
C 5.132 -7.633 2.588  -0.231
O 6.332 -7.306 1.892  -0.259
C 6.611 -7.938 0.738  0.730
O 5.799 -8.652 0.067  -0.608
O 7.876 -7.614 0.343  -0.304
C 8.323 -7.947 -1.033  -0.707
H 4.313 -5.802 1.594  0.313
H 4.535 -5.657 3.345  0.315
H 3.313 -6.645 2.665  0.343
H 4.666 -8.502 2.123  0.371
H 5.360 -7.791 3.642  0.214
H 9.408 -8.036 -1.088  0.301
H 7.994 -7.275 -1.826  0.291
H 8.131 -8.970 -1.357  0.311
C 6.294 5.071 -5.458  -1.227
C 6.676 5.933 -6.598  -0.094
O 6.776 7.289 -6.120  -0.243
C 6.753 8.417 -6.863  0.688
O 6.782 8.461 -8.082  -0.566
O 6.763 9.464 -6.032  -0.285
C 7.126 10.722 -6.479  -0.691
H 6.992 4.982 -4.626  0.318
H 6.085 4.056 -5.795  0.376
H 5.387 5.441 -4.979  0.319
H 5.907 5.859 -7.366  0.290
H 7.654 5.589 -6.936  0.243
H 6.232 11.261 -6.792  0.271
H 7.835 10.678 -7.305  0.342
H 7.737 11.176 -5.699  0.259
C 2.727 10.397 -0.564  -1.118
C 1.892 9.257 -1.188  -0.153
O 0.595 9.264 -0.577  -0.314
C 0.409 8.657 0.617  0.733
O 1.230 7.972 1.253  -0.571
O -0.890 8.897 0.970  -0.305
C -1.319 8.442 2.234  -0.658
H 2.777 10.358 0.524  0.306
H 2.205 11.328 -0.783  0.298
H 3.787 10.461 -0.812  0.363
H 2.462 8.357 -0.957  0.269
H 1.839 9.353 -2.273  0.312
H -2.358 8.746 2.358  0.249
H -0.865 8.924 3.100  0.298
H -1.318 7.352 2.269  0.291
C 9.934 -0.730 3.429  -1.018
C 8.439 -0.880 3.678  -0.237
O 8.282 -1.887 4.722  -0.284
C 7.942 -1.509 6.011  0.715
O 7.870 -0.342 6.348  -0.566
O 7.808 -2.617 6.792  -0.294
C 7.820 -2.559 8.233  -0.633
H 10.583 -1.560 3.149  0.292
H 10.298 -0.419 4.408  0.254
H 10.224 -0.039 2.637  0.357
H 8.058 -1.334 2.763  0.239
H 7.807 0.008 3.679  0.355
H 7.191 -3.320 8.696  0.241
H 7.407 -1.619 8.599  0.313
H 8.828 -2.799 8.571  0.264
C -1.557 4.955 -5.030  -1.141
C -3.012 5.559 -4.921  -0.238
O -3.400 5.062 -3.648  -0.198
C -4.647 5.213 -3.236  0.681
O -5.564 5.679 -3.909  -0.590
O -4.639 4.860 -1.964  -0.260
C -5.739 5.201 -1.106  -0.699
H -0.929 5.223 -4.180  0.292
H -1.007 5.227 -5.931  0.386
H -1.548 3.867 -4.978  0.289
H -3.634 5.256 -5.764  0.299
H -3.055 6.647 -4.941  0.300
H -5.470 5.033 -0.064  0.256
H -6.558 4.514 -1.319  0.308
H -6.249 6.157 -1.225  0.315
C -0.554 -6.349 -10.357  -1.152
C 0.177 -7.033 -9.203  -0.097
O 1.275 -6.291 -8.624  -0.309
C 1.497 -6.422 -7.306  0.821
O 0.978 -7.243 -6.565  -0.601
O 2.306 -5.494 -6.964  -0.320
C 2.984 -5.473 -5.681  -0.636
H -1.090 -7.102 -10.935  0.360
H 0.058 -5.829 -11.094  0.329
H -1.289 -5.611 -10.036  0.275
H 0.529 -7.933 -9.708  0.203
H -0.561 -7.263 -8.434  0.293
H 3.843 -4.802 -5.656  0.245
H 3.333 -6.455 -5.362  0.305
H 2.250 -5.222 -4.916  0.283
C -4.359 -0.974 -8.472  -1.143
C -4.396 -1.734 -7.170  -0.145
O -4.792 -3.127 -7.416  -0.274
C -4.471 -4.068 -6.510  0.766
O -3.715 -3.897 -5.541  -0.592
O -5.032 -5.252 -6.883  -0.312
C -4.953 -6.405 -6.008  -0.607
H -5.121 -1.313 -9.175  0.308
H -3.424 -1.308 -8.921  0.287
H -4.422 0.113 -8.424  0.350
H -5.055 -1.153 -6.524  0.277
H -3.385 -1.705 -6.764  0.273
H -4.023 -6.934 -6.216  0.237
H -5.865 -6.969 -6.204  0.254
H -5.079 -6.189 -4.948  0.320
C 1.980 4.285 8.570  -0.263
C 2.861 3.375 9.410  -0.304
O 2.184 3.262 10.640  -0.320
S 0.554 3.510 10.574  1.078
O 0.254 4.731 11.329  -0.508
O -0.272 2.301 10.771  -0.494
O 0.676 3.968 8.943  -0.347
H 2.161 4.155 7.503  0.303
H 2.137 5.343 8.780  0.288
H 3.895 3.703 9.520  0.296
H 2.845 2.356 9.025  0.272
C 0.316 -0.701 -0.107  -0.229
C -0.471 0.620 -0.303  -0.312
O 0.130 1.544 0.586  -0.323
S 1.690 1.159 1.064  1.062
O 1.628 0.859 2.512  -0.505
O 2.697 2.071 0.581  -0.488
O 1.577 -0.239 0.113  -0.349
H 0.194 -1.262 -1.033  0.293
H -0.090 -1.400 0.624  0.297
H -1.489 0.546 0.079  0.269
H -0.666 0.887 -1.342  0.286
C 8.127 6.964 2.980  -0.347
C 7.150 6.820 4.153  -0.169
O 7.726 7.554 5.201  -0.312
S 9.048 8.438 4.762  1.071
O 10.083 8.284 5.741  -0.507
O 8.736 9.816 4.355  -0.521
O 9.349 7.392 3.495  -0.325
H 7.703 7.602 2.204  0.258
H 8.301 6.112 2.323  0.341
H 7.074 5.782 4.477  0.268
H 6.193 7.223 3.822  0.242